(1)
Computed, not measured: a structure of composition C10H27B2BeF8NO6, with ωB97M-V with the def2-TZVPD basis set.

Values from the calculation:
- ⟨S²⟩: 0.759
- LUMO energy (alpha / beta): -0.1743 / -0.3670 hartree
- Spin multiplicity: 2
- Gap between HOMO and LUMO (alpha / beta): 0.3175 / 0.1082 hartree
- Net charge: +1

Last column: Mulliken charge in e.
Positions of all 55 atoms, in Å:
1 Be -24.583 -13.307 -17.001  1.366
2 B -23.107 -16.812 -18.316  0.265
3 F -24.095 -17.724 -18.011  -0.365
4 F -23.046 -16.358 -19.647  -0.453
5 F -23.228 -15.712 -17.420  0.010
6 F -21.852 -17.313 -18.076  -0.369
7 B -27.111 -11.856 -16.097  0.316
8 F -26.922 -12.474 -17.341  -0.247
9 F -26.185 -12.554 -15.233  -0.371
10 F -26.852 -10.561 -16.144  -0.347
11 F -28.383 -12.345 -15.773  -0.345
12 C -24.033 -10.473 -14.715  -1.139
13 O -23.767 -11.197 -15.962  0.229
14 C -22.958 -10.256 -16.749  -0.813
15 C -22.390 -10.829 -18.035  -1.026
16 N -22.465 -12.295 -18.163  -0.228
17 C -21.369 -12.966 -17.376  -0.342
18 C -19.937 -12.359 -17.690  -1.021
19 O -19.513 -11.300 -16.801  -0.205
20 C -18.101 -11.070 -16.759  -0.701
21 H -24.897 -10.840 -14.161  0.273
22 H -24.302 -9.421 -14.812  0.355
23 H -23.134 -10.461 -14.098  0.431
24 H -22.078 -10.097 -16.125  0.522
25 H -23.303 -9.233 -16.899  0.455
26 H -21.351 -10.558 -18.223  0.569
27 H -22.954 -10.410 -18.868  0.491
28 H -22.225 -12.485 -19.125  0.382
29 H -21.380 -14.014 -17.674  0.330
30 H -21.533 -12.771 -16.317  0.198
31 H -19.672 -12.106 -18.717  0.476
32 H -19.218 -13.171 -17.582  0.703
33 H -17.648 -10.948 -17.743  0.333
34 H -17.647 -11.936 -16.278  0.342
35 H -17.922 -10.167 -16.175  0.256
36 C -25.553 -14.104 -20.338  -0.472
37 C -25.160 -12.615 -20.421  -0.396
38 O -25.407 -11.772 -19.269  -0.255
39 O -24.796 -14.496 -19.242  -0.061
40 H -25.420 -14.627 -21.285  0.460
41 H -26.580 -14.137 -19.974  0.258
42 H -25.764 -12.144 -21.197  0.576
43 H -24.077 -12.616 -20.544  0.044
44 H -25.975 -11.076 -19.610  0.268
45 H -24.352 -15.304 -19.511  0.165
46 C -23.910 -15.172 -14.237  -0.603
47 C -24.799 -16.200 -14.939  -0.516
48 O -25.657 -15.391 -15.797  -0.407
49 O -23.308 -14.267 -15.137  -0.327
50 H -23.073 -15.605 -13.689  0.460
51 H -24.530 -14.830 -13.408  0.339
52 H -25.529 -16.786 -14.381  0.460
53 H -24.218 -16.964 -15.456  0.203
54 H -26.138 -16.071 -16.275  0.261
55 H -22.826 -13.500 -14.819  0.215

(2)
Computed, not measured: the molecule C3H4N2, with ωB97M-V with the def2-TZVPD basis set.

Values from the calculation:
- SMILES: c1c[nH]cn1
- LUMO energy: 0.0339 hartree
- Spin multiplicity: 1
- Gap between HOMO and LUMO: 0.3618 hartree

Last column: Mulliken charge in e.
Positions of all 9 atoms, in Å:
1 C -0.267 1.155 0.312  -0.290
2 C 0.855 0.414 0.129  -0.249
3 N 0.431 -0.839 -0.220  -0.099
4 C -0.949 -0.806 -0.153  -0.106
5 N -1.377 0.369 0.166  -0.545
6 H -0.297 2.207 0.505  0.370
7 H 1.873 0.746 0.095  0.370
8 H 1.108 -1.451 -0.640  0.222
9 H -1.378 -1.796 -0.194  0.326

| no. | E_tot (Eh) |
| --- | --- |
| 1 | -1766.68593 |
| 2 | -226.21456 |